[1]
13
Properties=species:S:1:pos:R:3:forces:R:3:nbo_charge:R:1 method="wB97M-V/def2-TZVPD" charge=+1 total_energy_ha=-231.79078
O -2.296 -1.333 0.052 -0.3803 -0.1343 0.3045 -0.863
H -0.398 0.779 -1.087 -0.1686 -0.0453 0.0577 0.534
H -3.171 -0.944 0.185 -0.0660 -0.1976 -0.0454 0.541
H -2.350 -2.188 -0.401 -0.0783 0.1418 -0.0155 0.545
C 0.707 0.135 0.561 -2.0665 0.8725 -0.4039 -0.039
O -0.431 0.054 -0.451 0.4071 -0.4700 0.1958 -0.722
C 1.802 0.927 -0.061 1.1832 -0.1638 -0.7565 -0.682
H 0.183 0.620 1.389 0.6262 -0.1183 0.2174 0.204
H 0.925 -0.903 0.768 0.2709 -0.0224 0.1384 0.216
H -1.403 -0.571 -0.200 0.7111 0.3641 -0.4664 0.528
H 2.412 1.471 0.639 0.1308 -0.0632 0.6688 0.264
H 2.463 0.251 -0.597 0.1787 -0.0362 -0.0551 0.240
H 1.556 1.701 -0.795 -0.7484 -0.1273 0.1601 0.235


[2]
16
Properties=species:S:1:pos:R:3:forces:R:3:nbo_charge:R:1 method="wB97M-V/def2-TZVPD" total_energy_ha=-855.87424
C -1.048 -1.717 -0.447 -0.2881 0.9292 -0.0478 -0.506
C -1.815 -0.622 0.017 0.7032 -2.2285 -0.5372 -0.127
C 0.167 -2.095 -0.001 2.3085 -0.4240 1.2518 0.752
C 1.003 0.539 -0.732 1.1552 -1.4240 1.1580 -0.321
C -1.108 0.501 0.696 -0.7884 -0.1976 -0.1712 -0.451
C -0.154 1.284 -0.251 2.1202 0.1057 2.1082 -0.539
O 1.075 -2.605 0.541 -1.7688 0.9281 -1.1837 -0.403
O 2.791 2.063 0.303 0.2175 -0.3775 0.7177 -0.895
O 3.579 -0.190 -0.294 0.2150 -0.8756 0.1517 -0.863
S 2.492 0.659 0.070 -1.2451 1.9048 -1.6854 1.894
H -1.383 -2.176 -1.352 -0.1523 -0.8539 -0.2815 0.268
H -2.867 -0.901 -0.293 0.9803 1.8978 0.6895 0.237
H -1.844 1.192 0.993 -0.9260 1.0405 0.6540 0.229
H -0.519 0.272 1.596 -0.2066 -0.4072 -0.3021 0.228
H 0.199 2.214 0.295 -0.5108 -0.9364 -0.4785 0.258
H -0.567 1.581 -1.142 -1.8137 0.9186 -2.0435 0.238


[3]
8
Properties=species:S:1:pos:R:3:forces:R:3:nbo_charge:R:1 method="wB97M-V/def2-TZVPD" smiles="CC(=O)C#N" total_energy_ha=-246.06074
C 0.149 -0.098 0.028 0.9663 0.6564 1.1339 -0.718
C 1.509 -0.664 0.041 2.3055 -4.0969 -0.0551 0.492
O 1.836 -1.882 -0.083 -1.3949 4.5262 0.5129 -0.474
C 2.576 0.369 0.143 -0.2509 -0.5004 -0.5722 0.161
N 3.312 1.228 -0.047 0.2280 0.1780 0.2713 -0.245
H 0.004 0.119 -0.981 -0.3736 0.5939 -2.1058 0.258
H 0.206 0.946 0.514 -0.9349 -2.0209 -0.0830 0.259
H -0.514 -0.943 0.203 -0.5454 0.6637 0.8980 0.267


[4]
22
Properties=species:S:1:pos:R:3:forces:R:3:nbo_charge:R:1 method="wB97M-V/def2-TZVPD" charge=+2 total_energy_ha=-2313.85332
Zn -0.064 0.343 -0.264 -0.1385 -0.0665 0.5446 1.750
O -0.840 -2.731 1.552 0.7838 0.3881 -0.8461 -0.928
H -1.170 -2.110 0.874 0.2433 -0.7774 0.5924 0.449
H -0.003 -3.044 1.151 -0.6653 -0.1437 0.5614 0.465
O 0.488 0.075 1.753 0.3595 -0.3961 0.8373 -1.020
H 0.986 -0.642 2.189 -0.2171 -0.1352 -0.5401 0.535
H 0.042 0.467 2.512 -0.2649 0.3288 -0.0110 0.522
O -0.168 0.942 -2.237 0.4350 -0.6295 -0.1607 -0.984
H 0.239 1.811 -2.219 -0.0890 0.5119 -0.6045 0.509
H 0.355 0.397 -2.863 -0.4805 0.4990 0.1756 0.525
O 1.703 1.535 -0.142 0.2842 0.2896 -2.2268 -1.008
H 2.359 1.466 0.538 0.5851 -0.0129 1.0788 0.530
H 2.227 1.693 -0.966 -0.4151 0.0533 0.9083 0.513
O 1.068 -1.267 -0.779 2.0176 2.6280 1.5938 -0.996
H 2.007 -1.158 -1.010 -0.1999 -0.0260 0.2793 0.527
H 0.790 -1.973 -1.269 -1.4285 -3.3040 -2.0595 0.512
O -1.798 -0.825 -0.231 -2.4115 -0.8459 -0.6763 -1.040
H -2.382 -1.316 -0.910 1.3563 1.1153 1.1173 0.559
H -2.430 -0.680 0.516 0.5077 -0.0005 -0.6198 0.535
O -1.077 1.994 0.398 -0.9259 0.6669 1.0293 -1.021
H -0.627 2.836 0.268 0.1704 0.2662 -0.0796 0.526
H -1.704 2.186 1.140 0.4933 -0.4094 -0.8938 0.539


[5]
9
Properties=species:S:1:pos:R:3:forces:R:3:nbo_charge:R:1 method="wB97M-V/def2-TZVPD" smiles="[H]/N=C/SON" total_energy_ha=-623.28987
H 3.457 -0.620 -0.175 -2.1864 2.0211 0.8867 0.371
N 2.655 0.150 -0.022 5.8599 -1.4239 -1.0259 -0.613
C 1.547 -0.295 -0.017 -5.5811 1.8420 0.1094 0.098
S 0.067 1.068 -0.177 1.2510 -1.3791 0.4711 0.314
O -1.121 -0.096 -0.519 1.3715 -0.8744 0.1323 -0.535
N -2.370 0.022 0.046 -1.9863 1.6641 0.0718 -0.503
H 0.938 -1.174 0.054 0.3798 -1.0832 -0.2029 0.195
H -2.529 -0.024 1.084 1.4604 0.0175 -1.0388 0.341
H -2.642 0.968 -0.274 -0.5687 -0.7842 0.5964 0.332


[6]
16
Properties=species:S:1:pos:R:3:forces:R:3:nbo_charge:R:1 method="wB97M-V/def2-TZVPD" total_energy_ha=-702.93958
C -0.634 -0.883 1.918 0.4612 0.6821 2.7139 -0.788
S -1.645 -1.051 0.468 -0.2178 -0.0109 -0.5627 0.279
C -0.831 0.180 -0.502 0.8735 -0.0993 -0.8971 0.095
N -1.633 1.089 -1.139 1.6653 3.1008 -0.5723 -0.792
C 0.497 0.212 -0.735 0.7586 1.8383 -0.6244 -0.290
C 1.513 -0.727 -0.277 1.9002 -3.6584 0.5627 -0.637
C 0.956 1.316 -1.600 0.3278 2.8193 -2.9843 0.270
N 1.173 2.186 -2.406 -0.8361 -3.8498 3.8337 -0.349
H -0.232 0.185 1.839 -0.4179 -1.5586 0.6330 0.242
H 0.241 -1.607 1.960 -1.3295 0.8445 0.0510 0.229
H -1.303 -0.976 2.915 1.5696 0.1444 -2.4279 0.248
H -2.395 1.227 -0.523 -1.2266 0.8151 0.1682 0.380
H -1.041 2.069 -1.362 -2.3506 -3.3982 0.6044 0.415
H 1.080 -1.808 -0.541 1.0498 1.9607 0.8331 0.228
H 2.497 -0.662 -0.919 -1.9062 0.0631 1.5651 0.248
H 1.755 -0.749 0.904 -0.3212 0.3071 -2.8964 0.222


[7]
16
Properties=species:S:1:pos:R:3:forces:R:3:nbo_charge:R:1 method="wB97M-V/def2-TZVPD" smiles="NC=O.CCN" total_energy_ha=-305.00330
N -0.708 2.191 0.987 -2.3803 -0.2984 0.6874 -0.852
C -0.360 2.095 2.357 3.9090 -1.0439 -4.4171 0.523
O 0.815 1.940 2.641 -1.0463 0.3951 0.6545 -0.579
H -0.147 1.896 0.195 0.7972 0.1311 0.8051 0.409
H -1.695 2.010 0.736 0.7915 0.4445 0.6142 0.374
H -1.140 2.066 3.029 -2.0352 0.3232 1.5748 0.126
C -0.828 -1.522 -1.108 1.9491 0.7979 -0.6527 -0.636
C 0.616 -1.292 -0.374 -2.4699 -0.5399 -2.3649 -0.231
N 1.460 -0.565 -1.368 3.0105 -0.2860 -0.7310 -0.874
H -0.995 -2.477 -1.578 -0.0811 -0.8248 0.6919 0.206
H -1.652 -1.128 -0.574 -0.9025 -0.3520 1.1690 0.202
H -0.900 -0.908 -1.993 0.6152 0.7129 -0.4060 0.212
H 0.324 -0.538 0.430 1.2328 -1.5378 -0.5138 0.212
H 0.936 -2.365 -0.153 0.0371 1.7729 0.6517 0.190
H 2.411 -0.351 -0.969 -1.4404 0.0371 0.1692 0.356
H 1.862 -1.051 -2.260 -1.9867 0.2680 2.0676 0.364


[8]
12
Properties=species:S:1:pos:R:3:forces:R:3:nbo_charge:R:1 method="wB97M-V/def2-TZVPD" multiplicity=3 s2=2.01 total_energy_ha=-306.24419
C -0.728 -0.311 0.056 12.4509 2.5686 -0.9175 0.177
C -2.012 -0.468 0.200 -10.8344 -2.0435 1.1436 -0.353
C 0.143 0.937 -0.064 1.0029 -1.5156 1.1976 -0.517
C 1.201 -0.082 -0.554 -2.3489 0.7193 0.0734 0.390
O 0.321 -1.210 -0.339 -2.4700 0.2331 -0.5727 -0.459
O 2.181 -0.212 0.307 2.8880 -1.6345 2.9516 -0.700
H -2.521 -1.481 0.211 0.5525 1.6401 0.1149 0.201
H -2.482 0.457 0.620 -0.1270 -1.3623 -0.3042 0.196
H -0.045 1.661 -0.807 -0.8658 1.1720 -0.8073 0.199
H 0.592 1.456 0.885 -1.2009 -0.7744 -1.3730 0.207
H 1.535 0.018 -1.582 0.1187 -0.2050 -0.1339 0.166
H 1.815 -0.766 1.068 0.8340 1.2022 -1.3726 0.492


Energy above the lowest of the compared OMol25 structures with the same formula, charge and spin for the records above, in order: 5.5 157.1 19.3 5.5 106.3 56.8 44.8 48.9 kcal/mol